{
  "formula": "C37H23AsCuF15GeN2O2S3",
  "method": "the ωB97M-V functional and the def2-TZVPD basis",
  "elements": ["Cu", "C", "C", "N", "N", "C", "S", "S", "C", "C", "C", "C", "C", "C", "C", "C", "C", "C", "C", "C", "C", "O", "H", "H", "H", "H", "H", "H", "H", "H", "H", "H", "H", "H", "H", "H", "C", "As", "C", "C", "O", "H", "H", "H", "H", "H", "H", "H", "H", "H", "F", "C", "C", "C", "F", "C", "F", "C", "F", "C", "F", "Ge", "S", "C", "C", "F", "C", "F", "C", "F", "C", "F", "C", "F", "C", "C", "F", "C", "F", "C", "F", "C", "F", "C", "F"],
  "xyz": [[-0.6236, -0.3352, 0.2838], [-0.6459, 2.0341, -3.3624], [-0.6358, 1.6607, -1.8996], [-0.2646, 0.4873, -1.5525], [0.1721, -0.3856, -2.5355], [-0.5571, -1.4396, -2.6536], [-2.1182, -1.7568, -2.0208], [0.1727, -2.7120, -3.7099], [1.8837, -2.6936, -3.0719], [2.1627, -3.9460, -2.2943], [2.3697, -5.1609, -2.9460], [2.5955, -6.3254, -2.2304], [2.6062, -6.2953, -0.8409], [2.3910, -5.0922, -0.1850], [2.1797, -3.9218, -0.9030], [-1.0906, 2.6432, -0.8909], [-0.9403, 3.9980, -1.2070], [-1.3863, 5.0294, -0.4023], [-2.0494, 4.6975, 0.7793], [-2.2076, 3.3811, 1.1359], [-1.7010, 2.2939, 0.3646], [-1.8449, 1.1068, 0.8449], [-1.0740, 1.2115, -3.9352], [0.3765, 2.1743, -3.7224], [-1.2237, 2.9358, -3.5468], [1.9500, -1.8056, -2.4436], [2.5911, -2.5701, -3.8930], [2.3477, -5.1894, -4.0298], [2.7632, -7.2584, -2.7556], [2.7858, -7.2011, -0.2747], [2.4005, -5.0603, 0.9001], [1.9886, -2.9891, -0.3813], [-0.4255, 4.2542, -2.1252], [-1.2219, 6.0610, -0.6867], [-2.4340, 5.4784, 1.4288], [-2.7007, 3.1089, 2.0624], [-0.0819, -3.6410, 3.1823], [-0.8199, -2.8658, 1.5713], [-2.3952, -1.9129, 2.1347], [-1.4072, -4.3583, 0.5067], [0.3822, -1.9853, 0.8575], [-0.8207, -4.2425, 3.7121], [0.2676, -2.8269, 3.8160], [0.7714, -4.2593, 2.9018], [-3.0022, -2.5742, 2.7575], [-2.9402, -1.5936, 1.2465], [-2.0920, -1.0204, 2.6819], [-1.8263, -5.1306, 1.1546], [-0.5381, -4.7402, -0.0291], [-2.1280, -4.0028, -0.2282], [5.1394, 3.4987, 0.2529], [6.0402, 2.8595, 1.0142], [6.0206, 1.4754, 1.0971], [7.0086, 0.9170, 1.8889], [7.1308, -0.4154, 2.0150], [7.9451, 1.6721, 2.5778], [8.8892, 1.0846, 3.3354], [7.9196, 3.0494, 2.4729], [8.8257, 3.7967, 3.1276], [6.9619, 3.6510, 1.6782], [6.9446, 4.9897, 1.5620], [4.4416, 0.5475, 0.2169], [2.5976, 1.0218, 1.0433], [4.7904, 1.1426, -1.6736], [6.0649, 1.0669, -2.2087], [7.0599, 0.4940, -1.4975], [6.3957, 1.5353, -3.4652], [7.6501, 1.4378, -3.9435], [5.4067, 2.1088, -4.2440], [5.7007, 2.5715, -5.4710], [4.1176, 2.1984, -3.7554], [3.1655, 2.7547, -4.5184], [3.8230, 1.7178, -2.4849], [2.5622, 1.8354, -2.0914], [4.9255, -1.4041, 0.2255], [5.1966, -2.1936, -0.8769], [5.1768, -1.6730, -2.1201], [5.5001, -3.5433, -0.7903], [5.7566, -4.2660, -1.8922], [5.5161, -4.1533, 0.4479], [5.8001, -5.4595, 0.5618], [5.2121, -3.4092, 1.5741], [5.2121, -4.0072, 2.7800], [4.9259, -2.0634, 1.4456], [4.6916, -1.3851, 2.5767]],
  "forces_ev_per_angstrom": [[0.329, 0.186, -0.177], [-0.002, -0.029, -0.029], [0.028, -0.135, -0.056], [-0.181, 0.174, 0.142], [0.004, -0.033, 0.091], [-0.032, 0.010, -0.260], [-0.064, -0.085, 0.083], [-0.009, 0.048, 0.098], [0.067, -0.006, -0.026], [0.087, -0.014, -0.012], [0.057, 0.012, 0.019], [-0.011, 0.000, 0.014], [-0.007, -0.020, -0.006], [0.036, -0.002, 0.067], [-0.062, 0.049, 0.020], [-0.005, 0.037, 0.054], [-0.002, -0.002, -0.009], [0.004, 0.015, -0.011], [-0.012, 0.015, 0.010], [-0.004, -0.010, 0.014], [0.012, 0.008, 0.053], [-0.008, -0.007, -0.003], [0.001, 0.002, 0.011], [0.009, 0.018, -0.001], [-0.003, 0.000, -0.004], [0.023, -0.006, -0.024], [-0.054, -0.068, -0.060], [0.008, 0.008, -0.014], [0.002, -0.008, 0.002], [0.006, -0.011, 0.000], [0.009, 0.019, -0.014], [0.002, -0.021, 0.001], [0.001, -0.005, -0.024], [-0.001, 0.012, 0.000], [0.006, 0.005, -0.001], [-0.002, 0.005, 0.002], [0.028, -0.001, 0.004], [-0.199, -0.413, 0.093], [0.042, 0.022, -0.018], [0.054, 0.014, -0.003], [-0.075, 0.206, -0.006], [-0.002, 0.001, -0.005], [-0.007, -0.011, -0.007], [-0.039, 0.021, 0.005], [-0.024, 0.019, 0.000], [0.022, -0.019, -0.007], [-0.002, -0.028, -0.012], [-0.022, 0.023, -0.033], [0.011, -0.011, 0.028], [0.019, 0.038, -0.004], [0.064, -0.003, 0.059], [-0.053, 0.005, -0.028], [-0.017, 0.033, 0.124], [0.017, 0.034, -0.070], [0.043, 0.016, -0.011], [0.058, 0.022, 0.012], [-0.073, 0.036, -0.059], [0.056, 0.036, 0.042], [-0.113, -0.097, -0.081], [0.022, 0.083, -0.004], [0.001, -0.119, 0.010], [-0.064, 0.003, -0.178], [0.029, -0.007, 0.165], [0.097, -0.002, -0.014], [-0.033, 0.003, 0.027], [-0.025, 0.014, -0.026], [0.034, 0.008, -0.043], [-0.079, 0.004, 0.032], [0.000, 0.027, -0.068], [-0.033, -0.054, 0.148], [0.006, 0.021, -0.064], [0.061, -0.038, 0.059], [-0.009, -0.027, -0.012], [0.052, 0.027, -0.008], [0.005, -0.040, 0.049], [-0.011, 0.092, -0.118], [0.010, -0.117, 0.108], [0.021, -0.109, -0.077], [-0.020, 0.094, 0.138], [-0.025, -0.046, -0.010], [-0.042, 0.152, -0.025], [0.013, -0.096, 0.068], [0.008, 0.050, -0.103], [0.034, 0.045, 0.010], [-0.067, -0.073, -0.039]],
  "mulliken_charge": [-0.464, -1.675, 1.473, 0.644, -0.822, 0.414, -0.478, -0.280, -0.907, 0.462, -0.185, -0.698, -0.566, -0.627, 0.240, -0.308, -0.552, -0.945, -0.276, -0.641, 0.495, -0.432, 0.365, 0.258, 0.479, -0.180, 0.657, 0.400, 0.338, 0.404, 0.335, 0.257, 0.311, 0.355, 0.333, 0.357, -1.169, 0.517, -1.122, -0.826, 0.296, 0.408, 0.343, 0.250, 0.504, 0.274, 0.291, 0.416, 0.114, 0.260, -0.283, 0.342, -0.811, 0.629, -0.265, -0.080, -0.320, 0.781, -0.334, -0.076, -0.317, 0.857, -0.557, -0.551, 0.867, -0.416, 0.190, -0.340, 0.656, -0.339, -0.036, -0.328, -0.156, 0.083, -0.347, 0.513, -0.449, 0.333, -0.426, 0.551, -0.424, 0.263, -0.387, 0.478, -0.397],
  "e_homo_ev": -1.7,
  "charge": -2
}